Entry 1:
Molecular formula: C4H9NO2
Method: DFT, the ωB97M-V functional and the def2-TZVPD basis

gap between HOMO and LUMO: 10.048 eV
spin multiplicity: 1
LUMO level: 0.4 eV
ΔE to the lowest compared entry with this formula, charge and spin: 121.7 kcal/mol
HOMO level: -9.619 eV

Each line ends with the Mulliken charge.
Positions of all 16 atoms, in Å:
H 2.00627 -0.23511 0.75369  0.411
H -0.70562 -0.86928 1.56662  0.326
O 2.78045 0.04983 0.14051  -0.501
H 2.23533 2.03688 -0.58084  0.296
C 2.19447 0.92224 -0.66647  -0.102
H 0.25186 1.92348 0.78500  0.261
C -2.05954 -1.37468 -0.14703  -0.953
H -2.49807 -0.43682 -0.46677  0.280
O -1.30282 1.66675 -0.35522  -0.581
H -2.63948 -2.04881 0.67260  0.247
C -0.54179 0.76044 -0.06128  0.426
C -0.80270 -0.76846 0.42194  -0.378
H -1.83712 -1.96005 -0.99099  0.289
H 2.08052 0.45934 -1.61312  0.277
N 0.70846 1.16883 0.41045  -0.498
H 0.12977 -1.29455 0.13090  0.198



Entry 2:
Molecular formula: C4H9NO2
Method: DFT, the ωB97M-V functional and the def2-TZVPD basis

gap between HOMO and LUMO: 9.490 eV
spin multiplicity: 1
LUMO level: 0.8 eV
SMILES: C=C(C)N(O)CO
ΔE to the lowest compared entry with this formula, charge and spin: 74.4 kcal/mol
HOMO level: -8.665 eV

Each line ends with the Mulliken charge.
Positions of all 16 atoms, in Å:
C -0.94577 -1.56137 -0.19046  -1.348
H 2.36681 0.84994 0.20544  0.338
N -0.14967 0.73247 -0.50900  0.017
C -0.62501 -0.22903 0.43480  0.794
C -0.80459 0.04421 1.72523  -0.905
H -1.48121 -1.43106 -1.13664  0.338
H -0.53182 1.00824 2.13840  0.290
O 0.09334 1.98230 0.11734  -0.487
H -0.60909 2.54119 -0.24187  0.348
H -1.20890 -0.71165 2.39094  0.268
C 1.09554 0.36065 -1.16041  -0.493
H 0.92097 -0.53976 -1.75155  0.373
O 2.14315 0.04874 -0.28341  -0.501
H 1.34722 1.19270 -1.82793  0.303
H -1.57306 -2.14909 0.48239  0.380
H -0.03792 -2.13848 -0.39329  0.287



Entry 3:
Molecular formula: C4H9NO2
Method: DFT, the ωB97M-V functional and the def2-TZVPD basis

gap between HOMO and LUMO: 10.049 eV
spin multiplicity: 1
LUMO level: 1.0 eV
SMILES: CO/N=C(\C)OC
ΔE to the lowest compared entry with this formula, charge and spin: 76.5 kcal/mol
HOMO level: -9.013 eV

Each line ends with the Mulliken charge.
Positions of all 16 atoms, in Å:
H 0.13549 1.28292 2.05986  0.348
O -0.02256 1.63528 -0.26102  -0.227
H -1.43127 1.88906 -1.76436  0.254
H 0.20159 -3.53595 -0.29136  0.245
H 0.28074 2.07281 -2.26381  0.233
H 0.80651 -2.22048 -1.31242  0.269
N 0.10372 0.21223 -0.50481  -0.446
C -0.44463 2.25886 -1.46520  -0.532
H -0.50489 3.33714 -1.29282  0.241
H -0.93262 -2.28389 -0.83425  0.288
C 0.09855 -2.47020 -0.51561  -0.634
C 0.20163 -0.34831 0.64488  0.720
H -0.47176 -0.27886 2.65429  0.269
H 1.27819 -0.01341 2.44488  0.257
O 0.41313 -1.73990 0.66950  -0.351
C 0.28818 0.20270 2.03225  -0.934